# 1
{
  "formula": "C6H14NO",
  "method": "ωB97M-V/def2-TZVPD",
  "spin_multiplicity": 2,
  "s2": 0.75,
  "orbital_gap_ev": [3.3, 7.5],
  "de_lowest_kj_mol": 227.7,
  "elements": ["O", "N", "C", "C", "C", "C", "C", "C", "H", "H", "H", "H", "H", "H", "H", "H", "H", "H", "H", "H", "H", "H"],
  "positions_angstrom": [[1.494, 0.548, 0.705], [-0.417, -0.144, 2.415], [2.279, -1.163, -2.163], [2.829, -0.079, -1.273], [-3.229, 0.709, -0.081], [-1.703, 0.253, 1.804], [-1.888, 0.307, 0.471], [1.588, 0.460, -0.520], [0.737, 0.824, -1.136], [-3.111, 1.576, -0.731], [-3.964, 1.028, 0.647], [-0.274, 0.337, 3.296], [3.204, 0.750, -1.861], [1.562, -0.804, -2.873], [1.702, -1.894, -1.522], [3.026, -1.753, -2.675], [-3.696, -0.136, -0.617], [-2.501, 0.505, 2.514], [0.397, 0.203, 1.854], [3.549, -0.391, -0.527], [-1.168, 0.017, -0.287], [-0.414, -1.153, 2.562]],
  "mulliken_charge": [-0.84, -0.11, -1.21, -0.36, -1.26, -0.30, -0.08, -0.39, 0.41, 0.31, 0.35, 0.41, 0.22, 0.31, 0.31, 0.35, 0.29, 0.26, 0.29, 0.30, 0.39, 0.36]
}



# 2
{
  "formula": "C6H14NO",
  "method": "ωB97M-V/def2-TZVPD",
  "spin_multiplicity": 2,
  "s2": 0.76,
  "orbital_gap_ev": [5.7, 9.3],
  "de_lowest_kj_mol": 248.9,
  "elements": ["O", "N", "C", "C", "C", "C", "C", "C", "H", "H", "H", "H", "H", "H", "H", "H", "H", "H", "H", "H", "H", "H"],
  "positions_angstrom": [[1.452, 0.677, -2.402], [1.202, -0.827, -0.334], [-0.927, -1.750, 0.494], [2.038, -1.631, 0.222], [-1.371, 1.219, 2.176], [-0.895, 0.696, -0.405], [-0.347, -0.683, -0.106], [-1.446, 1.729, 0.704], [3.101, -1.386, 0.131], [1.669, -0.052, -0.927], [-2.424, 0.803, 2.511], [-2.351, 2.143, 0.437], [-0.784, 0.273, 2.193], [-1.629, 0.655, -1.177], [1.207, 0.084, -3.073], [0.008, 1.231, -0.658], [1.173, 1.582, -2.540], [-1.948, -1.974, 0.803], [1.951, -2.350, 1.114], [-0.755, 2.601, 0.730], [-0.349, -2.686, 0.639], [-1.208, 1.957, 2.862]],
  "mulliken_charge": [-0.64, -0.08, -1.04, -0.65, -1.03, -0.33, 0.44, -0.65, 0.23, 0.29, 0.20, 0.49, 0.29, 0.45, 0.28, 0.02, 0.31, 0.30, 0.22, 0.25, 0.23, 0.42]
}



# 3
{
  "formula": "C6H14NO",
  "method": "ωB97M-V/def2-TZVPD",
  "spin_multiplicity": 2,
  "s2": 0.76,
  "orbital_gap_ev": [9.0, 5.8],
  "de_lowest_kj_mol": 372.1,
  "elements": ["O", "N", "C", "C", "C", "C", "C", "C", "H", "H", "H", "H", "H", "H", "H", "H", "H", "H", "H", "H", "H", "H"],
  "positions_angstrom": [[1.776, 0.827, 0.859], [2.653, -1.502, 0.638], [-1.020, 1.813, -0.688], [0.052, -1.667, -1.137], [-0.689, 0.074, 1.188], [-2.363, 1.044, -0.387], [-0.820, -0.614, -1.308], [-0.979, 0.355, -0.264], [2.105, 1.594, 1.409], [0.295, 0.605, 1.477], [-2.968, 1.419, 0.381], [-2.884, 0.735, -1.240], [2.511, -0.468, 0.834], [2.895, -2.074, 1.419], [-0.085, -2.493, -1.878], [-0.548, 2.496, -0.058], [-1.226, -0.267, -2.299], [3.349, -1.697, -0.075], [0.871, -1.692, -0.437], [-1.426, 0.525, 1.871], [-0.676, 1.980, -1.728], [-0.824, -0.992, 1.425]],
  "mulliken_charge": [-0.55, -0.73, -0.63, -0.76, -1.20, -1.11, -0.47, 1.61, 0.27, 0.12, 0.29, 0.31, 0.30, 0.17, 0.21, 0.29, 0.25, 0.20, 0.34, 0.44, 0.24, 0.41]
}